Record 1
Below is 2 unconnected molecules or ions with the total composition C4H14N2Se at a distorted geometry, with properties calculated with ωB97M-V with the def2-TZVPD basis set.

Calculated values
Max |F| ... 4.616 eV/Å
Orbital gap ... 9.66 eV
DFT total energy ... -72681.941 eV
LUMO level ... -6.72 eV
Highest occupied orbital energy ... -16.38 eV
Net charge ... +2

Geometry (Å):
C: 0.6914 0.9389 2.4627
C: -0.6292 -0.2239 -0.0527
C: 1.2153 -0.8750 -2.3269
C: -0.6501 0.5133 1.9151
N: 0.8039 -2.1340 -3.0070
N: -1.5311 1.7174 1.7004
Se: 1.2357 -0.9094 -0.3358
H: 1.1857 1.6345 1.7134
H: 0.5099 1.6002 3.3118
H: 1.3434 0.1809 2.6869
H: -1.2886 -1.1206 0.1154
H: -0.9871 0.4946 -0.7637
H: 2.1808 -0.5216 -2.7549
H: 0.5572 0.0344 -2.7267
H: -1.1068 -0.3245 2.5290
H: 0.9905 -2.9382 -2.4009
H: 1.3158 -2.0658 -3.9569
H: -0.3120 -2.1859 -3.0118
H: -2.6036 1.4919 1.7774
H: -1.5771 2.2709 0.7347
H: -1.3442 2.4219 2.3903

Force components x, y, z for each atom (eV/Å):
-1.450 3.507 -2.305
0.547 -1.637 4.281
-0.472 3.612 -0.286
0.430 -1.912 -3.309
-2.332 0.642 -0.509
-3.701 0.395 -2.037
-1.014 0.575 -1.123
-0.324 -0.885 0.702
0.126 -0.327 0.458
1.340 -1.966 0.693
0.490 1.219 -0.459
-0.005 0.486 -0.179
-0.228 -0.864 0.756
0.880 -2.202 1.034
-0.065 1.405 -0.978
0.924 -0.230 -0.526
-1.544 -1.205 1.479
2.877 0.265 -0.927
2.351 0.179 0.266
1.056 -1.723 2.212
0.114 0.665 0.758

---

Record 2
Below is a single C4H14N2Si molecule at a distorted geometry, with properties calculated with ωB97M-V with the def2-TZVPD basis set.

Calculated values
Max |F| ... 3.671 eV/Å
Orbital gap (spin up / spin down) ... 2.31 / 6.39 eV
DFT total energy ... -15227.454 eV
LUMO level (spin up / spin down) ... 0.22 / -3.69 eV
Spin multiplicity ... 3
Highest occupied orbital energy (spin up / spin down) ... -2.09 / -10.07 eV

Geometry (Å):
C: -1.0979 -2.0344 1.0907
C: -0.4251 2.3755 0.7695
C: -1.0307 -1.1618 -0.2058
C: 0.2732 1.8527 -0.5130
N: 1.0101 -0.4385 -2.3693
N: 1.6626 -0.6552 0.7126
Si: 0.4466 -0.0507 -0.4017
H: -2.0090 -2.6490 1.1453
H: -0.2989 -2.6549 1.2959
H: -1.3375 -1.3887 1.9515
H: -0.9303 3.2865 0.4727
H: -1.1573 1.5909 1.0953
H: 0.2104 2.6848 1.5246
H: -2.0003 -0.7143 -0.4272
H: -0.9184 -1.9144 -1.1255
H: 1.2338 2.2816 -0.4227
H: -0.0967 2.1797 -1.4893
H: 1.1539 -1.4065 -2.5095
H: 1.6334 0.2044 -2.9425
H: 1.2255 -1.2613 1.3605
H: 2.4527 -0.1262 0.9879

Force components x, y, z for each atom (eV/Å):
-3.071 2.011 -0.044
-2.574 -0.991 -2.358
0.713 -1.871 -1.620
0.273 -1.511 0.644
1.050 2.121 0.946
-0.942 0.414 -2.957
-1.082 1.273 2.037
0.182 -0.278 -0.779
1.883 -1.133 0.228
0.802 0.138 -0.141
-0.679 0.350 0.037
0.535 1.052 0.182
1.556 -0.055 1.551
0.210 0.339 0.201
-0.252 0.521 1.279
1.602 0.345 -0.406
-0.545 0.082 0.280
0.344 -1.397 -0.832
-0.868 -1.117 0.383
0.224 -0.492 0.870
0.639 0.201 0.499

---

Record 3
Below is a molecular structure, C4H14N2Si2 at a distorted geometry, with properties calculated with ωB97M-V with the def2-TZVPD basis set.

Calculated values
Max |F| ... 3.099 eV/Å
Orbital gap (spin up / spin down) ... 6.38 / 6.26 eV
DFT total energy ... -23105.006 eV
LUMO level (spin up / spin down) ... 0.83 / -1.98 eV
Spin multiplicity ... 3
Highest occupied orbital energy (spin up / spin down) ... -5.56 / -8.23 eV

Geometry (Å):
C: -1.1360 -1.1412 -0.1904
C: -1.1434 0.0459 -1.2297
C: 0.8473 -2.2864 0.8714
C: -1.9705 1.9902 0.0742
N: 0.1358 -1.0609 0.5413
N: -0.8998 1.3784 -0.6468
Si: 0.8368 0.5066 0.7015
Si: 2.6215 1.2362 -0.4397
H: -2.0210 -1.1218 0.4892
H: -1.1355 -2.0911 -0.7261
H: -0.2763 -0.1174 -1.7669
H: -2.0780 0.0558 -1.8275
H: 1.3703 -2.1707 1.7409
H: 0.1779 -3.1809 0.9158
H: 1.6073 -2.3468 0.0993
H: -2.6296 1.4040 0.8054
H: -1.6182 2.7520 0.7669
H: -2.7090 2.5923 -0.4963
H: 1.1523 0.4265 2.1984
H: 3.6828 0.1746 -0.5603
H: 3.3263 2.4474 0.1545
H: 2.3116 1.7013 -1.8584

Force components x, y, z for each atom (eV/Å):
0.683 0.460 0.579
-2.192 1.037 1.271
-1.421 -0.020 -2.611
-1.457 0.820 1.283
-1.735 0.431 -0.749
-1.521 -1.666 0.405
0.299 0.425 3.055
1.446 0.545 -1.116
0.439 0.168 -0.444
-0.339 0.073 -0.331
1.481 -0.550 -1.843
0.491 -0.229 0.144
1.115 0.210 2.649
0.560 0.734 -0.099
0.250 -1.038 -0.253
0.907 -0.350 -1.354
0.817 0.127 -0.086
0.359 -0.659 -0.504
0.474 0.192 -0.494
-0.105 0.229 -0.114
-0.508 -0.579 0.052
-0.043 -0.361 0.560

---

Record 4
Below is 2 unconnected molecules or ions with the total composition C4H14N3 at a distorted geometry, with properties calculated with ωB97M-V with the def2-TZVPD basis set.

Calculated values
Max |F| ... 1.929 eV/Å
Orbital gap ... 11.99 eV
DFT total energy ... -8839.378 eV
LUMO level ... -2.95 eV
Highest occupied orbital energy ... -14.94 eV
Net charge ... +1

Geometry (Å):
C: -1.4602 -1.4651 -2.0055
C: -1.5596 0.0568 -2.2712
H: -2.4165 -1.9435 -1.8835
H: -0.7281 -1.8277 -2.7375
H: -0.8701 -1.7167 -1.1401
H: -1.5088 0.7417 -1.4149
H: -2.4756 0.2930 -2.8148
H: -0.8780 0.3811 -3.0524
C: 0.4525 2.0698 0.8219
C: 1.0829 -0.2442 1.4170
N: 0.4183 0.6325 0.6880
N: 2.0891 0.1602 2.2088
N: 0.7334 -1.5367 1.4759
H: -0.4901 0.3404 0.3408
H: 2.3208 1.1389 2.2019
H: 2.7993 -0.4825 2.5158
H: 0.2842 -1.9177 0.6572
H: 0.8822 -2.0859 2.3018
H: 1.4676 2.4803 0.8870
H: -0.0303 2.3589 1.7835
H: -0.1129 2.5663 0.0203

Force components x, y, z for each atom (eV/Å):
1.470 1.230 -0.216
-0.606 0.008 -0.630
-0.116 -0.410 -0.511
-1.123 -0.626 -0.480
0.036 0.237 1.055
-0.016 -0.241 -0.140
-0.452 -0.154 0.511
0.786 -0.007 0.417
0.124 1.266 1.227
0.685 0.156 1.418
-0.998 -0.404 -0.671
-0.448 0.350 -0.457
-0.181 0.389 -1.093
0.337 -0.441 -0.026
0.151 -0.017 0.210
-0.070 -0.092 0.006
-0.231 -0.317 0.353
0.218 -0.144 -0.067
-0.171 -0.192 -0.476
0.155 -0.156 -0.558
0.449 -0.435 0.127

---

Record 5
Below is 2 unconnected molecules or ions with the total composition C4H14N3 at a distorted geometry, with properties calculated with ωB97M-V with the def2-TZVPD basis set.

Calculated values
Max |F| ... 6.600 eV/Å
Orbital gap ... 10.67 eV
DFT total energy ... -8837.347 eV
LUMO level ... -3.50 eV
Highest occupied orbital energy ... -14.17 eV
Net charge ... +1

Geometry (Å):
C: 0.0230 -2.3695 0.7725
C: 1.4194 -1.8342 0.8907
H: -0.8481 -2.1922 0.0747
H: 0.0707 -3.5100 0.7925
H: -0.3333 -2.4012 1.7258
H: 1.5377 -1.0348 1.5227
H: 1.9393 -1.7069 0.0544
H: 1.9542 -2.6693 1.4918
C: -1.9714 0.4475 -0.2692
C: 0.0274 1.7600 -0.7098
N: -1.2006 1.3889 -1.0196
N: 0.6542 1.7821 0.5617
N: 0.9008 2.1872 -1.6902
H: -1.6235 1.4885 -1.9974
H: 0.2284 1.1821 1.3246
H: 1.5902 2.0124 0.6516
H: 0.4760 2.9637 -2.3085
H: 1.9030 2.0266 -1.8390
H: -3.0236 0.7284 -0.3500
H: -1.7958 0.3731 0.8601
H: -1.9280 -0.6222 -0.5392

Force components x, y, z for each atom (eV/Å):
-0.867 -3.285 -1.473
-0.743 -3.745 2.743
1.605 0.602 0.417
0.283 1.090 -1.093
-1.720 0.961 2.889
-0.057 2.373 1.322
2.104 0.552 -3.665
-0.521 1.338 -1.092
-1.870 -1.101 3.012
4.469 0.296 1.284
-0.252 -0.103 -1.094
-5.835 -2.873 -1.123
-2.345 2.567 -2.091
1.766 0.099 1.710
0.910 1.179 -1.295
1.909 0.554 -0.191
1.196 -2.053 0.982
-0.843 0.045 0.996
0.077 0.015 0.025
0.188 0.761 -1.549
0.545 0.726 -0.715

---

Record 6
Below is 2 unconnected molecules or ions with the total composition C4H14N3 at a distorted geometry, with properties calculated with ωB97M-V with the def2-TZVPD basis set.

Calculated values
Max |F| ... 5.195 eV/Å
Orbital gap (spin up / spin down) ... 9.12 / 9.12 eV
DFT total energy ... -8835.357 eV
LUMO level (spin up / spin down) ... -5.30 / -5.30 eV
Highest occupied orbital energy (spin up / spin down) ... -14.42 / -14.42 eV
Net charge ... +1

Geometry (Å):
C: 2.3054 -0.8773 -0.8458
C: -1.7019 0.8404 1.4733
C: -0.2311 -1.2091 1.5898
C: -0.3304 1.2992 -1.1022
N: -0.8129 0.6618 -2.2893
N: -0.0086 0.1863 -0.1885
N: -0.6176 -0.0231 0.8710
H: 2.0105 -0.9907 0.2087
H: 2.6433 0.0189 -1.2051
H: 1.5065 -1.1128 -1.4807
H: -1.1514 1.6586 2.1416
H: -2.4530 1.2604 0.7104
H: -2.1197 0.1687 2.2818
H: 0.8143 -1.0290 2.0416
H: -0.9754 -1.2531 2.3991
H: -0.1906 -2.1614 1.0464
H: -1.0940 1.9761 -0.6607
H: 0.6398 1.8971 -1.2801
H: -1.5393 0.0187 -2.0667
H: 3.2394 -1.6102 -0.9038
H: 0.0668 0.2805 -2.7408

Force components x, y, z for each atom (eV/Å):
2.833 -4.046 1.610
0.595 0.807 2.047
1.131 -0.498 2.582
-0.023 1.374 0.799
2.846 0.758 -0.456
-0.654 0.309 0.696
-0.204 1.319 -2.229
0.209 0.734 -0.603
0.995 2.722 -0.028
-0.913 -1.197 -0.772
-1.206 -1.334 -1.864
1.346 -0.796 1.358
-0.263 0.985 -1.368
-1.650 -0.247 -0.600
0.707 -0.630 -0.125
-0.231 0.679 -0.367
0.554 -0.264 -0.346
-1.506 -1.088 0.283
-0.333 -0.817 -0.376
-2.094 1.315 -0.441
-2.142 -0.086 0.201